No. 1
142
Properties=species:S:1:pos:R:3:lowdin_charge:R:1 method="wB97M-V/def2-TZVPD" smiles="CCCCc1c2c(c(P(C)C)c(P(=O)(O)O)c1N(C)C(C)=O)N(P(N)O)c1c(C[C@@H](C)O)c(COC)cc(OCC)c1S2.c1ccncc1.c1ccncc1.c1ccncc1.c1ccncc1.c1ccncc1" e_tot_ha=-4522.300184 e_lumo_ha=-0.030 orbital_gap_ev=7.032 e_homo_ev=-7.8373
C 3.906 -4.077 2.390 -0.143
C 2.645 -3.041 2.022 -0.250
C 2.952 -1.509 2.514 -0.220
C 3.419 -0.471 1.337 -0.178
C 2.497 -0.539 -0.040 -0.050
C 0.982 0.069 0.064 -0.289
C -0.129 0.124 -1.171 -0.205
C 0.410 -0.562 -2.600 -0.239
P -0.664 -0.722 -4.187 0.856
C -2.137 0.479 -4.217 -0.355
C -1.426 -2.507 -4.135 -0.306
C 1.957 -1.186 -2.742 -0.124
P 2.494 -1.924 -4.463 0.741
O 1.641 -3.211 -4.858 -0.415
O 4.169 -2.377 -4.537 -0.222
O 2.254 -0.740 -5.766 -0.262
C 3.047 -1.174 -1.473 -0.098
N 4.463 -1.687 -1.571 -0.121
C 4.741 -2.867 -0.673 -0.079
C 5.506 -0.601 -1.482 -0.291
C 5.436 0.575 -2.669 -0.018
O 6.496 -0.505 -0.592 -0.069
N -1.521 0.695 -1.039 -0.268
P -2.476 -0.599 -0.231 0.932
N -1.460 -2.075 0.033 -0.174
O -3.780 -1.173 -1.258 -0.359
C -1.591 1.932 -0.175 -0.161
C -2.600 3.213 -0.554 0.000
C -3.593 3.246 -1.870 -0.112
C -5.197 3.043 -1.458 -0.348
C -6.056 4.126 -2.397 -0.091
O -5.727 1.714 -1.798 -0.126
C -2.697 4.567 0.424 -0.049
C -3.695 5.860 0.070 -0.153
O -3.005 6.598 -1.037 -0.259
C -1.730 7.160 -0.560 -0.137
C -1.826 4.731 1.829 0.057
C -0.849 3.467 2.214 -0.174
O -0.034 3.441 3.471 -0.207
C 1.035 4.443 3.188 -0.231
C 0.685 5.755 4.114 -0.107
C -0.743 2.154 1.245 -0.304
S 0.417 0.773 1.748 0.853
H 3.723 -4.608 3.422 0.054
H 4.934 -3.482 2.498 0.078
H 3.998 -4.937 1.568 0.080
H 2.281 -3.150 0.915 0.087
H 1.743 -3.431 2.699 0.077
H 3.870 -1.582 3.275 0.123
H 2.037 -1.159 3.157 0.070
H 3.321 0.626 1.797 0.113
H 4.562 -0.643 1.153 0.096
H -1.866 1.616 -4.273 0.053
H -2.823 0.217 -3.292 0.004
H -2.774 0.227 -5.194 0.068
H -0.661 -3.168 -3.521 0.053
H -2.459 -2.485 -3.570 0.037
H -1.523 -2.858 -5.266 0.062
H 4.310 -3.332 -4.267 0.065
H 1.482 -1.114 -6.289 0.057
H 5.562 -3.530 -1.230 0.100
H 5.199 -2.593 0.371 0.091
H 3.780 -3.550 -0.616 0.108
H 5.815 1.620 -2.298 0.094
H 6.144 0.156 -3.535 0.103
H 4.354 0.623 -3.171 0.083
H -1.238 -2.192 1.054 0.036
H -2.029 -2.914 -0.246 0.045
H -4.224 -0.421 -1.748 0.026
H -3.252 2.567 -2.757 0.091
H -3.537 4.366 -2.281 0.119
H -5.404 3.364 -0.329 0.156
H -5.656 4.070 -3.505 0.096
H -6.015 5.222 -1.981 0.066
H -7.204 3.824 -2.411 0.081
H -5.718 1.616 -2.808 0.118
H -4.786 5.532 -0.203 0.110
H -3.697 6.594 0.998 0.128
H -0.799 6.467 -0.796 0.107
H -1.696 7.372 0.594 0.086
H -1.478 8.202 -1.085 0.109
H -1.878 5.665 2.539 0.100
H 1.037 4.671 2.029 0.132
H 2.082 3.986 3.482 0.133
H 0.725 6.766 3.483 0.085
H 1.408 5.888 5.030 0.079
H -0.413 5.644 4.540 0.084
C 3.612 -7.231 -4.750 -0.081
C 2.946 -6.013 -4.847 -0.070
C 1.641 -6.015 -5.312 -0.143
N 0.976 -7.131 -5.681 0.055
C 1.648 -8.298 -5.577 -0.161
C 2.953 -8.398 -5.121 -0.088
H 4.635 -7.269 -4.389 0.103
H 3.432 -5.085 -4.567 0.063
H 1.078 -5.090 -5.403 0.073
H 1.093 -9.181 -5.882 0.097
H 3.443 -9.363 -5.056 0.097
C 0.920 -2.612 7.446 -0.071
C 2.115 -3.311 7.321 -0.076
C 2.516 -3.704 6.054 -0.142
N 1.810 -3.451 4.930 0.046
C 0.652 -2.772 5.084 -0.145
C 0.171 -2.334 6.307 -0.064
H 0.574 -2.287 8.423 0.106
H 2.721 -3.544 8.189 0.100
H 3.443 -4.249 5.904 0.098
H 0.102 -2.583 4.166 0.097
H -0.765 -1.791 6.371 0.058
C -10.909 7.338 -1.279 -0.080
C -10.624 6.233 -2.074 -0.075
C -9.315 6.041 -2.485 -0.155
N -8.297 6.868 -2.161 0.054
C -8.605 7.934 -1.390 -0.149
C -9.882 8.207 -0.927 -0.078
H -11.924 7.520 -0.937 0.105
H -11.403 5.537 -2.366 0.102
H -9.041 5.191 -3.104 0.092
H -7.770 8.584 -1.146 0.102
H -10.072 9.077 -0.309 0.101
C -5.455 -0.453 6.283 -0.076
C -5.084 -1.793 6.298 -0.073
C -3.749 -2.102 6.501 -0.139
N -2.783 -1.175 6.683 0.037
C -3.173 0.118 6.662 -0.136
C -4.483 0.525 6.469 -0.072
H -6.493 -0.172 6.128 0.106
H -5.817 -2.579 6.155 0.103
H -3.410 -3.133 6.524 0.106
H -2.377 0.844 6.808 0.106
H -4.740 1.578 6.464 0.102
C 9.606 -2.504 -0.469 -0.068
C 10.519 -3.534 -0.276 -0.081
C 10.327 -4.719 -0.970 -0.158
N 9.300 -4.933 -1.821 0.049
C 8.428 -3.914 -1.986 -0.160
C 8.538 -2.693 -1.340 -0.075
H 9.724 -1.560 0.057 0.108
H 11.361 -3.419 0.397 0.099
H 11.014 -5.552 -0.856 0.099
H 7.610 -4.112 -2.673 0.093
H 7.809 -1.909 -1.512 0.066

=====

No. 2
61
Properties=species:S:1:pos:R:3:lowdin_charge:R:1 method="wB97M-V/def2-TZVPD" charge=+2 e_tot_ha=-1573.445894 e_lumo_ha="-0.226 / -0.229" relative_energy_kj_mol=252.81 orbital_gap_ev="6.816 / 6.791" e_homo_ev="-12.9780 / -13.0137"
Pt -3.515 1.999 1.925 1.043
C 4.161 1.281 0.800 -0.056
C 3.327 0.662 1.912 -0.177
N 1.897 0.552 1.560 -0.024
C 1.049 1.517 1.986 0.045
C -0.258 1.585 1.643 -0.046
C -1.218 2.573 2.235 -0.673
O -1.495 2.515 3.443 0.029
O -1.864 3.295 1.352 -0.151
C -0.840 0.581 0.782 -0.294
O -2.043 0.555 0.432 -0.045
C 0.080 -0.476 0.360 -0.049
C -0.395 -1.533 -0.419 0.092
C 0.436 -2.544 -0.792 -0.189
F -0.072 -3.573 -1.496 0.078
C 1.793 -2.559 -0.436 -0.134
C 2.265 -1.504 0.320 0.056
C 1.424 -0.470 0.752 -0.115
N 2.692 -3.603 -0.803 -0.096
C 3.380 -4.324 0.271 -0.115
C 4.820 -4.609 -0.185 -0.064
N 4.838 -4.587 -1.697 0.060
C 3.644 -5.320 -2.252 -0.062
C 2.379 -4.502 -1.922 -0.123
H 5.210 1.332 1.101 0.088
H 3.820 2.297 0.586 0.087
H 4.092 0.698 -0.123 0.072
H 3.378 1.262 2.814 0.125
H 3.694 -0.323 2.185 0.113
H 1.483 2.253 2.654 0.161
H -1.445 -1.561 -0.694 0.146
H 3.319 -1.490 0.569 0.112
H 2.861 -5.261 0.505 0.140
H 3.398 -3.734 1.181 0.129
H 5.164 -5.588 0.133 0.138
H 5.528 -3.857 0.154 0.135
H 5.709 -4.965 -2.054 0.185
H 4.772 -3.616 -1.993 0.179
H 3.641 -6.299 -1.785 0.138
H 3.777 -5.446 -3.320 0.139
H 1.576 -5.202 -1.702 0.130
H 2.080 -3.910 -2.782 0.137
C -6.472 2.075 2.683 -0.014
C -5.247 1.279 2.349 -0.520
O -5.144 0.111 2.263 0.131
H -6.917 1.631 3.570 0.104
H -7.171 1.969 1.851 0.101
H -6.251 3.123 2.852 0.078
N -5.123 5.035 -2.500 0.001
C -3.656 4.981 -2.466 -0.239
C -3.188 4.279 -1.190 -0.147
N -3.966 3.000 -0.994 0.167
H -5.477 5.172 -3.436 0.086
H -5.474 5.801 -1.937 0.088
H -4.886 3.191 -1.390 0.129
H -3.190 5.962 -2.512 0.121
H -3.314 4.414 -3.331 0.120
H -3.369 4.899 -0.317 0.125
H -2.132 4.040 -1.209 0.123
H -3.541 2.216 -1.483 0.159
H -4.020 2.724 -0.005 0.043

=====

No. 3
17
Properties=species:S:1:pos:R:3:lowdin_charge:R:1 method="wB97M-V/def2-TZVPD" smiles="CC(C)=CCC=O" e_tot_ha=-309.799672 e_lumo_ha=0.033 relative_energy_kj_mol=112.11 orbital_gap_ev=9.491 e_homo_ev=-8.5808
C 2.189 -0.748 0.244 -0.066
C 0.728 -0.458 0.059 -0.375
C -0.195 -1.449 0.697 -0.050
C 0.275 0.579 -0.653 -0.087
C -0.888 1.420 -0.200 -0.168
C -2.275 1.217 -0.734 -0.273
O -2.660 0.232 -1.314 0.051
H 2.505 -1.788 0.100 0.077
H 2.387 -0.507 1.302 0.090
H 2.807 -0.074 -0.354 0.076
H 0.053 -2.289 0.036 0.096
H -1.260 -1.261 0.538 0.075
H 0.007 -1.714 1.743 0.084
H 0.864 0.970 -1.479 0.107
H -0.606 2.469 -0.370 0.116
H -0.965 1.339 0.897 0.128
H -2.966 2.062 -0.510 0.119

=====

No. 4
20
Properties=species:S:1:pos:R:3:lowdin_charge:R:1 method="wB97M-V/def2-TZVPD" smiles=C1C[C@@H]2CC[C@H](C1)S2 e_tot_ha=-672.095059 e_lumo_ha=0.032 relative_energy_kj_mol=57.34 orbital_gap_ev=9.350 e_homo_ev=-8.4838
C 1.220 0.379 -1.333 -0.253
C 1.402 -0.686 -0.241 -0.222
C 0.742 -0.384 1.109 -0.622
C -0.598 -1.054 1.254 -0.232
C -1.677 -0.048 0.699 -0.209
C -0.861 1.109 0.017 -0.529
C -0.208 0.812 -1.368 -0.226
S 0.425 1.364 1.314 0.920
H 1.883 1.244 -1.161 0.104
H 1.545 -0.107 -2.291 0.124
H 2.490 -0.870 -0.161 0.110
H 1.008 -1.669 -0.678 0.130
H 1.399 -0.668 1.975 0.115
H -0.822 -1.200 2.334 0.108
H -0.567 -2.098 0.858 0.115
H -2.401 -0.511 -0.048 0.116
H -2.312 0.421 1.524 0.116
H -1.457 2.040 0.014 0.098
H -0.326 1.795 -1.887 0.115
H -0.886 0.130 -1.929 0.121